No. 1
C8H14N2P | ωB97M-V with the def2-TZVPD basis set

Atoms and positions in Å:
C  -3.398  -0.108  0.197
C  -2.788  -1.003  -0.650
C  -2.722  0.815  0.839
C  -1.479  -0.787  -0.931
C  -1.369  1.068  0.602
C  -0.754  0.270  -0.289
C  0.745  0.315  -0.614
C  1.669  -0.347  0.396
N  1.162  -1.731  0.686
N  1.126  1.717  -0.766
P  3.452  0.090  0.027
H  -4.428  -0.423  0.450
H  -3.373  -1.828  -0.921
H  -3.211  1.434  1.579
H  -0.902  -1.632  -1.274
H  -0.848  1.873  1.128
H  0.938  -0.205  -1.537
H  1.569  0.380  1.694
H  1.099  -2.160  -0.190
H  1.807  -2.274  1.196
H  0.900  2.213  0.124
H  0.800  2.238  -1.534
H  2.217  1.658  -0.637
H  4.133  -0.441  1.162
H  3.656  -1.133  -0.738

max |F|: 6.78 eV/A
charge: +1
DFT total energy: -20777.55705 eV
spin multiplicity: 3
LUMO level (spin up / spin down): -2.77 / -7.58 eV
expectation value of S²: 2.009
orbital gap (spin up / spin down): 5.4 / 5.4 eV

natural (NBO) atomic charge list, values in e, 6 entries: C -0.1860; C -0.1675; C -0.1848; C -0.1993; C -0.2102; C -0.0621



No. 2
C8H14N2S | ωB97M-V with the def2-TZVPD basis set

Atoms and positions in Å:
C  0.742  -0.722  -0.323
C  1.850  -0.148  -0.838
C  1.146  1.722  0.877
C  0.316  -2.140  -0.587
C  2.938  -0.772  -1.702
C  -1.799  1.246  -0.468
C  -2.192  0.302  1.829
C  -1.444  0.137  0.493
N  0.703  2.419  1.806
N  -0.055  -0.011  0.581
S  2.439  1.405  -0.050
H  1.101  -2.704  -1.190
H  -0.542  -2.154  -1.398
H  0.044  -2.852  0.183
H  3.881  -0.287  -1.383
H  2.887  -0.583  -2.765
H  2.984  -1.823  -1.659
H  -1.743  0.793  -1.458
H  -2.845  1.477  -0.334
H  -1.256  2.232  -0.212
H  -3.175  -0.186  1.705
H  -2.442  1.432  2.037
H  -1.579  -0.135  2.533
H  -1.738  -0.801  0.059
H  -0.221  2.153  2.263

relative energy (zero: lowest compared OMol25 entry of this formula, charge and spin): 101.4 kcal/mol
max |F|: 6.01 eV/A
DFT total energy: -22334.47121 eV
LUMO level (spin up / spin down): 0.44 / 0.44 eV
orbital gap (spin up / spin down): 7.8 / 7.8 eV

natural (NBO) atomic charge list, values in e, 6 entries: C 0.1601; C -0.2060; C 0.2423; C -0.6584; C -0.6379; C -0.6225



No. 3
C8H14N3 | ωB97M-V with the def2-TZVPD basis set

Atoms and positions in Å:
C  1.563  -1.502  -0.019
N  2.634  -0.870  -0.143
C  2.719  0.513  0.215
C  1.474  1.310  -0.212
C  0.222  0.735  0.424
C  0.275  -0.968  0.552
N  -0.887  -1.365  -0.213
C  -2.121  -1.015  0.484
C  -2.200  0.534  0.353
N  -0.982  0.831  -0.442
C  -0.886  -0.437  -1.293
H  1.542  -2.540  -0.323
H  3.605  0.919  -0.276
H  2.870  0.595  1.296
H  1.607  2.354  0.071
H  1.408  1.260  -1.301
H  0.031  1.169  1.403
H  0.190  -1.268  1.595
H  -2.103  -1.366  1.513
H  -2.958  -1.495  -0.028
H  -3.088  0.853  -0.193
H  -2.174  1.048  1.313
H  -1.027  1.708  -0.962
H  0.038  -0.466  -1.870
H  -1.754  -0.535  -1.944

relative energy (zero: lowest compared OMol25 entry of this formula, charge and spin): 45.0 kcal/mol
structure (SMILES): C1=NCC[C@@H]2[C@H]1N1CC[N@@H+]2C1
max |F|: 2.29 eV/A
charge: +1
DFT total energy: -12985.96076 eV
LUMO level: -2.94 eV
orbital gap: 10.0 eV

natural (NBO) atomic charge list, values in e, 6 entries: C 0.0881; N -0.3394; C -0.2544; C -0.4563; C -0.0623; C -0.1280



No. 4
C8H14N3 | ωB97M-V with the def2-TZVPD basis set

Atoms and positions in Å:
C  0.538  -1.044  0.544
C  1.686  -1.074  1.296
C  -2.689  -0.122  -0.262
C  1.697  1.356  -0.833
C  0.243  1.639  -0.717
C  1.836  0.106  -1.643
C  -0.412  0.296  -1.147
C  -1.415  -1.658  1.829
N  0.658  -0.633  -1.306
N  -0.811  -1.067  0.675
N  -1.431  -0.241  -0.187
H  1.696  -1.180  2.424
H  2.611  -0.905  0.829
H  -3.334  -0.426  0.523
H  -2.938  0.270  -1.234
H  2.203  2.125  -1.419
H  2.288  1.163  0.102
H  -0.056  1.792  0.407
H  -0.114  2.528  -1.254
H  1.890  0.385  -2.765
H  2.771  -0.409  -1.395
H  -0.970  0.524  -2.146
H  -1.404  -0.968  2.813
H  -2.397  -1.942  1.603
H  -0.744  -2.397  2.172

relative energy (zero: lowest compared OMol25 entry of this formula, charge and spin): 144.1 kcal/mol
max |F|: 5.71 eV/A
charge: +1
DFT total energy: -12981.66115 eV
LUMO level: -4.46 eV
orbital gap: 8.3 eV

natural (NBO) atomic charge list, values in e, 6 entries: C 0.3425; C -0.4697; C -0.0233; C -0.4469; C -0.4425; C -0.2495



No. 5
C8H14N3O | ωB97M-V with the def2-TZVPD basis set

Atoms and positions in Å:
C  0.271  -2.206  -0.235
C  -0.412  0.466  1.503
C  -0.155  1.483  -0.841
C  -1.722  0.143  0.930
C  -0.898  0.229  -1.507
C  -0.981  -1.798  -0.062
C  0.481  1.188  0.538
C  1.739  0.455  0.256
N  1.473  -1.800  -0.681
N  2.033  -0.617  -0.477
N  -1.564  -0.488  -0.416
O  2.787  1.329  0.452
H  0.238  -3.326  -0.330
H  -0.667  1.056  2.449
H  0.113  -0.377  2.017
H  0.756  1.828  -1.349
H  -0.794  2.351  -0.803
H  -2.115  -0.438  1.692
H  -2.255  1.038  0.730
H  -1.476  0.593  -2.282
H  -0.109  -0.286  -1.975
H  -1.795  -2.390  0.324
H  0.873  2.212  0.812
H  3.030  -0.750  -0.491
H  -2.548  -0.752  -0.722
H  3.696  0.855  0.469

relative energy (zero: lowest compared OMol25 entry of this formula, charge and spin): 111.5 kcal/mol
max |F|: 4.99 eV/A
charge: +1
DFT total energy: -15029.45533 eV
LUMO level (spin up / spin down): -3.32 / -3.32 eV
orbital gap (spin up / spin down): 7.7 / 7.7 eV

natural (NBO) atomic charge list, values in e, 6 entries: C -0.0146; C -0.4447; C -0.4027; C -0.2213; C -0.2439; C -0.2359



No. 6
C8H14N3O | ωB97M-V with the def2-TZVPD basis set

Atoms and positions in Å:
C  -0.353  0.386  -2.099
C  1.799  -0.124  -0.208
C  2.032  0.882  -1.312
C  -1.525  -0.406  1.330
C  -0.899  -1.039  0.093
C  0.373  -0.268  0.067
C  -1.032  -2.427  -0.364
C  -0.623  1.814  1.933
N  1.000  0.586  -2.308
N  -0.605  0.062  -0.769
N  -0.347  0.434  1.725
O  -1.185  0.375  -2.971
H  1.918  -1.157  -0.646
H  2.496  -0.063  0.735
H  1.924  1.897  -0.871
H  2.950  0.647  -1.749
H  -2.456  0.112  1.191
H  -1.554  -1.082  2.214
H  -0.490  -2.623  -1.267
H  -2.132  -2.648  -0.337
H  -0.482  -3.024  0.329
H  -0.536  2.370  1.006
H  -1.708  2.011  2.310
H  0.052  2.227  2.632
H  1.138  1.082  -3.119
H  0.250  -0.025  2.454

relative energy (zero: lowest compared OMol25 entry of this formula, charge and spin): 62.3 kcal/mol
max |F|: 3.19 eV/A
charge: +1
DFT total energy: -15031.58787 eV
LUMO level: -3.15 eV
orbital gap: 10.7 eV

natural (NBO) atomic charge list, values in e, 6 entries: C 0.7816; C -0.4929; C -0.2129; C -0.2334; C 0.1502; C 0.4628



No. 7
C8H14N3O | ωB97M-V with the def2-TZVPD basis set

Atoms and positions in Å:
H  2.588  1.853  -1.306
N  1.933  2.011  -0.552
C  2.136  0.998  0.212
C  3.181  0.029  0.246
C  3.896  -0.360  -0.819
O  1.252  0.720  1.243
C  -0.059  1.278  1.174
N  -0.981  0.430  0.348
C  -2.043  1.115  -0.270
C  -1.988  2.308  -0.942
C  -1.013  -0.893  0.464
N  -1.796  -1.701  -0.199
C  -2.159  -3.052  0.242
H  3.423  -0.461  1.127
H  4.738  -1.161  -0.660
H  3.800  0.122  -1.760
H  -0.386  1.355  2.202
H  -0.047  2.219  0.592
H  -3.041  0.716  0.110
H  -2.909  2.733  -1.363
H  -1.009  2.543  -1.434
H  -0.279  -1.507  1.133
H  -2.558  -1.165  -0.622
H  -1.468  -3.395  1.011
H  -3.206  -3.015  0.403
H  -2.008  -3.718  -0.578

relative energy (zero: lowest compared OMol25 entry of this formula, charge and spin): 59.4 kcal/mol
structure (SMILES): [H]/N=C(\C=C)OC/[N+](C=C)=C/NC
max |F|: 3.31 eV/A
charge: +1
DFT total energy: -15031.71584 eV
LUMO level: -3.62 eV
orbital gap: 9.4 eV

natural (NBO) atomic charge list, values in e, 6 entries: H 0.3568; N -0.6768; C 0.5278; C -0.3229; C -0.2813; O -0.5133



No. 8
C8H14N3O2 | ωB97M-V with the def2-TZVPD basis set

Atoms and positions in Å:
C  0.917  1.251  0.930
C  1.138  0.095  0.044
C  -0.472  0.111  -1.257
C  1.134  -1.268  0.586
C  -1.220  2.000  0.154
C  1.761  -3.438  0.116
C  -0.087  -1.541  1.530
C  -1.448  3.459  -0.412
N  -0.059  2.053  0.908
N  -1.235  1.102  -1.094
N  -0.502  -0.858  -2.078
O  1.388  -2.246  -0.351
O  1.724  -3.766  1.243
H  1.707  1.417  1.709
H  1.940  -1.263  1.429
H  -1.963  1.660  0.866
H  2.123  -4.125  -0.746
H  -1.175  -1.378  1.060
H  -0.056  -1.004  2.433
H  0.010  -2.641  1.870
H  -0.673  3.489  -1.235
H  -1.250  4.012  0.581
H  -2.457  3.777  -0.904
H  -2.039  1.413  -1.810
H  0.303  -1.569  -2.245
H  -1.341  -1.045  -2.625
H  1.833  0.303  -0.703

relative energy (zero: lowest compared OMol25 entry of this formula, charge and spin): 76.1 kcal/mol
max |F|: 6.23 eV/A
charge: +1
DFT total energy: -17078.73749 eV
LUMO level: -3.19 eV
orbital gap: 10.6 eV

natural (NBO) atomic charge list, values in e, 6 entries: C 0.1128; C -0.1575; C 0.5446; C 0.0177; C 0.0966; C 0.6555



No. 9
C8H14N5 | ωB97M-V with the def2-TZVPD basis set

Atoms and positions in Å:
C  0.643  0.086  -3.154
C  -1.155  0.539  1.282
C  -0.887  -0.930  1.630
C  1.622  -0.713  0.971
C  -0.907  1.002  -0.312
C  1.527  0.426  -0.035
C  0.314  -1.630  0.681
C  0.177  0.063  -0.617
N  1.514  1.038  -2.864
N  1.016  2.161  -3.256
N  -0.183  1.863  -3.712
N  -0.501  0.592  -3.601
N  -0.143  -1.225  -0.622
H  0.690  -0.902  -3.037
H  -2.150  0.692  1.605
H  -0.444  1.070  1.869
H  -0.651  -1.019  2.690
H  -1.788  -1.432  1.399
H  2.433  -1.270  0.614
H  1.602  -0.208  1.965
H  -1.799  0.971  -0.894
H  -0.442  2.020  -0.245
H  1.556  1.431  0.354
H  2.292  0.229  -0.770
H  0.377  -2.662  0.941
H  -0.813  2.614  -3.883
H  -1.150  -1.372  -0.769

relative energy (zero: lowest compared OMol25 entry of this formula, charge and spin): 90.9 kcal/mol
max |F|: 4.87 eV/A
charge: +1
DFT total energy: -15963.13809 eV
LUMO level: -4.79 eV
orbital gap: 9.5 eV

natural (NBO) atomic charge list, values in e, 6 entries: C 0.0861; C -0.3700; C -0.4201; C -0.4017; C -0.5398; C -0.5360